Molecular formula: C28H29AuN5O3S2
Method: DFT, ωB97M-V/def2-TZVPD

Geometry as XYZ:
```
68
C28H29AuN5O3S2 | the OMol25 dataset | ωB97M-V/def2-TZVPD
C -2.67651 1.84043 -4.03204
C -1.35789 -2.76291 5.31748
H -3.73326 2.03087 -3.88911
C 3.54568 -1.98148 -0.12455
H 3.71902 -3.03974 0.01958
H 1.89071 2.45376 -1.03579
H 2.78277 3.94923 0.44852
H -4.39221 2.30063 -1.97555
C -0.21453 -0.68954 5.73850
N -3.73256 1.93535 -1.31212
C -2.18865 1.84593 -5.31680
H -2.84610 2.05179 -6.14935
C 2.08173 2.52141 1.72812
H -3.78590 -5.32619 -1.89180
C -3.97963 1.72519 0.02745
H -2.95620 -3.91326 -3.95048
N 3.02518 2.98392 0.66886
S -2.64665 -3.99014 -0.27910
C -1.30637 -2.50981 3.96425
C -0.16125 -0.42994 4.37185
C -0.71233 -1.34679 3.45933
H 1.03163 1.06870 -4.59437
H -2.03603 -5.32309 -2.18405
H -2.60751 0.90972 1.54581
C 4.37232 0.22613 -0.53119
C -3.05456 -3.56652 -2.92283
H 1.41780 -2.16795 0.04273
C -1.85951 1.57904 -2.92104
N -1.90953 1.12670 -0.47576
Au 0.08334 0.45767 -0.36702
H 5.62395 -1.50547 -0.39018
C -2.46711 1.55571 -1.59407
O 0.44807 1.10016 -2.20412
C 2.24887 -1.48881 -0.10789
H 4.46616 3.61581 2.06979
H 1.06664 2.56319 1.34204
C -0.80675 -1.84348 6.20644
O 0.43589 0.73297 3.99603
C 2.00316 -0.13569 -0.30134
H -0.43367 1.54545 -6.52624
H 0.37521 0.74490 3.02163
H 3.63230 2.64819 -1.30980
C -2.89409 -4.70206 -1.93059
C 3.07402 0.74137 -0.48736
C -1.76232 -2.59609 -0.86743
C -0.49405 1.31234 -3.13411
C -2.83393 1.22132 0.54143
N -1.17718 -1.74548 -0.12266
N -1.24638 -2.03068 1.23344
H -1.72531 -3.21031 3.25549
H 4.69312 1.96554 1.44144
H -4.01566 -3.06877 -2.80097
H -1.82100 -3.66871 5.68325
C -0.83828 1.56622 -5.52282
H 2.33758 1.49841 1.99144
C 4.61285 -1.12404 -0.34861
S -1.71933 -2.38216 -2.60965
H 0.21881 0.03682 6.41301
H 5.08723 3.36939 0.41562
C 4.42243 2.98562 1.18524
C 2.87986 2.21818 -0.64942
O -0.09556 -0.01603 1.58162
H 2.18670 3.16798 2.59575
C -0.01599 1.29940 -4.45339
H 5.20434 0.89304 -0.73065
H -0.84040 -2.03085 7.27184
H -4.92822 1.95051 0.47920
C -0.69494 -1.14301 1.98704
```

Charge = +1
Energy relative to the best compared isomer or geometry (same formula, charge and spin) = 3.3 kcal/mol
M = 744.67 u
HOMO energy = -9.92 eV
Frontier orbital gap = 7.405 eV
Calculated total energy = -68456.267 eV



Molecular formula: C3H14N5
Method: DFT, ωB97M-V/def2-TZVPD

Geometry as XYZ:
```
22
C3H14N5 | the OMol25 dataset | ωB97M-V/def2-TZVPD
H -2.98035 0.83136 -1.75779
H 2.00060 0.51440 -0.33911
C -2.23018 -0.02768 0.15216
N -2.33853 -1.36948 0.02505
H 0.07262 -1.94433 1.13922
H -1.75057 -1.65417 -0.72990
H 0.79578 1.63512 -0.59072
N 1.06528 0.71131 -0.23683
H -1.72262 1.73251 -0.72946
H 4.10112 1.25595 -1.00443
N 0.49376 -1.31863 0.41892
H 4.19422 0.05440 0.18011
N -2.53176 0.53860 1.32271
N 3.81844 0.97521 -0.04804
H -2.22955 0.19604 2.27028
H -1.34457 0.36086 -1.79250
H 1.45911 -1.51713 0.30352
C -2.12969 0.77164 -1.07501
H -2.12253 -1.95202 0.84804
C 0.05964 -0.09109 0.20866
H -2.31522 1.55862 1.29846
H 4.32338 1.65335 0.54204
```

Charge = +1
Energy relative to the best compared isomer or geometry (same formula, charge and spin) = 54.2 kcal/mol
M = 120.18 u
HOMO energy = -12.55 eV
Frontier orbital gap = 9.408 eV
Calculated total energy = -10781.428 eV



Molecular formula: C5H16NO
Method: DFT, ωB97M-V/def2-TZVPD

Geometry as XYZ:
```
23
C5H16NO | the OMol25 dataset | ωB97M-V/def2-TZVPD
H 0.59469 -1.96536 -0.35230
H 0.33184 1.77504 -1.10663
H -0.26051 1.91564 1.05063
O -0.12070 -0.90573 3.72566
H -1.02023 -1.57494 -0.53896
N -0.46413 0.91966 1.03470
H 0.70496 -1.39006 3.68249
C 1.39256 0.17087 -2.24415
H -1.21750 1.05267 -3.12684
H 2.33298 -0.18356 -1.78023
C -1.07210 0.66042 -2.12163
H -1.46050 0.70024 0.99748
H 1.05940 -0.59716 -2.94819
C 0.28560 0.09091 -0.02294
H -0.47595 -1.04926 4.62682
C 0.28143 0.72481 -1.45752
H 1.70577 0.87750 -3.02507
H -0.32296 -1.71220 1.14243
H -1.26057 -0.43749 -2.12649
H -0.07923 0.43864 1.86841
C -0.17143 -1.35746 0.13096
H -1.94488 0.88897 -1.46727
H 1.31961 0.10371 0.34999
```

Charge = +1
Energy relative to the best compared isomer or geometry (same formula, charge and spin) = 26.4 kcal/mol
M = 106.19 u
HOMO energy = -14.80 eV
Frontier orbital gap = 11.648 eV
Calculated total energy = -8975.370 eV



Molecular formula: C24H20ClFeNOP
Method: DFT, ωB97M-V/def2-TZVPD

Geometry as XYZ:
```
49
C24H20ClFeNOP | the OMol25 dataset | ωB97M-V/def2-TZVPD
H 0.39390 -3.85091 -1.65726
H 3.62003 -1.36564 0.96611
C 1.68074 1.31570 0.32172
C -3.06820 1.35962 1.10180
H 5.70649 -2.51596 -1.52147
C 3.88294 -4.47896 -0.39828
O -3.71796 2.19159 1.65611
H 0.99810 -6.40544 -5.07168
C 6.47258 -1.15277 -2.99788
C 4.54660 -3.06468 1.91919
H 4.81006 -2.51015 2.82006
C 2.53679 -4.94006 -4.70324
H 2.61364 1.35100 -0.18742
N -2.22392 0.69159 0.56401
C 4.11307 -1.42524 -2.49843
C 3.81142 -0.44074 -3.46179
C 5.45304 -1.76761 -2.26883
C 1.37460 0.68320 1.52701
H 5.39421 -4.92219 2.62085
H 4.58915 0.90683 -4.95041
C 3.55309 -3.12080 -0.29697
H 4.79459 -6.17976 0.55561
H -1.04382 2.88323 1.09256
H 3.62812 -5.03936 -1.29503
C 2.97632 -3.90286 -3.87868
P 2.68319 -2.16708 -1.60737
C 4.83161 0.15992 -4.19465
H 2.77105 -0.16290 -3.62596
C 0.58032 2.11253 -0.08910
C 0.06193 1.05553 1.93392
C 0.56755 -5.21104 -3.32515
H 0.41301 2.76951 -0.92808
Fe -0.22981 0.04183 -0.04666
C 0.99502 -4.17029 -2.50645
H -0.36874 -5.72387 -3.10524
H 2.02362 0.06068 2.09861
H -0.43573 0.67850 2.81116
C -0.36946 2.05834 0.99556
H 3.91385 -3.39925 -4.10375
C 2.21525 -3.51467 -2.76749
Cl -0.46772 -0.15897 -2.27557
C 3.88186 -2.41933 0.88130
H 3.13944 -5.23247 -5.56306
C 4.54318 -5.12350 0.64964
H 7.50946 -1.43011 -2.80812
C 6.16438 -0.19214 -3.96151
H 6.96178 0.28329 -4.53006
C 4.87714 -4.41852 1.80625
C 1.33647 -5.59583 -4.42746
```

Charge = 0
Spin multiplicity = 6
Energy relative to the best compared isomer or geometry (same formula, charge and spin) = 0.0 kcal/mol
M = 460.70 u
HOMO energy (alpha / beta) = -8.38 / -8.42 eV
Frontier orbital gap (alpha / beta) = 8.453 / 6.417 eV
Calculated total energy = -84947.133 eV



Molecular formula: C20H22N3PdSeSi
Method: DFT, ωB97M-V/def2-TZVPD

Geometry as XYZ:
```
48
C20H22N3PdSeSi | the OMol25 dataset | ωB97M-V/def2-TZVPD
H 3.43278 -3.26921 -0.41507
H -0.16100 4.18163 -4.11967
C -0.90810 -2.59083 -2.21356
C -0.89310 4.27430 -3.31444
Si -0.89164 2.72005 -2.23768
C 3.96386 -1.59612 2.45937
H -1.97257 3.77867 -0.26632
H -0.70331 1.11830 -4.13243
H 4.09782 0.74804 0.03702
N 0.48034 -1.97666 -0.33340
C -1.43273 1.28888 -3.33750
C -2.23344 2.95621 -0.93625
H 3.55320 -3.66709 2.02254
C 0.31358 -2.48157 -1.56972
C 3.63936 -2.44622 0.26143
H 4.02470 -1.73037 3.53302
H -3.21000 3.16698 -1.38615
N 0.67006 -1.06689 2.27487
C -2.03934 -2.06972 -1.59887
C -1.46776 0.23581 3.50190
H 1.73359 -0.68384 3.97437
H -1.87779 4.44437 -3.76202
H -2.31567 2.05110 -0.33060
C 4.10755 -0.34130 1.89226
C -3.02471 -0.83396 0.31169
C 4.01404 -0.22288 0.51308
C -0.25307 0.13194 4.13855
H 1.21894 -2.85783 -2.03473
C 0.77311 -0.55333 3.48313
H -3.98337 -0.81893 -0.19511
C -0.49807 -0.91298 1.62480
C -2.88707 -0.28181 1.53146
H -3.01028 -2.12037 -2.07819
Pd 0.60619 0.12986 -0.57686
C -1.91407 -1.44140 -0.36863
H -1.48849 0.37487 -2.74015
C -0.62174 -1.40447 0.24754
N 3.80528 -1.25401 -0.30121
H -0.08873 0.54962 5.12302
Se 1.12232 2.42127 -1.32845
H 4.27279 0.53982 2.49836
H -2.30848 0.73023 3.97631
H -0.96178 -3.05706 -3.18822
C 3.71125 -2.67238 1.62742
H -2.41192 1.47253 -3.79334
H -3.72821 0.19533 2.02151
H -0.62820 5.15261 -2.72165
C -1.62611 -0.31119 2.22654
```

Charge = -1
Energy relative to the best compared isomer or geometry (same formula, charge and spin) = 10.9 kcal/mol
M = 517.88 u
HOMO energy = -3.41 eV
Frontier orbital gap = 6.404 eV
Calculated total energy = -102274.787 eV



Molecular formula: C22H52N6O18
Method: DFT, ωB97M-V/def2-TZVPD

Geometry as XYZ:
```
98
C22H52N6O18 | the OMol25 dataset | ωB97M-V/def2-TZVPD
H -0.45938 -1.27963 -3.73839
O 2.36207 3.33457 -3.29556
H 5.16576 -4.12411 1.96485
O -0.44975 -1.38720 2.65777
H -2.49022 0.98699 -1.43875
C 3.78087 -6.38270 1.68282
C 6.35830 -1.71901 -0.12732
O 0.66978 2.43354 -2.13961
H -3.89457 6.30856 2.29375
H 4.27201 -5.84115 3.60464
H -3.22824 2.01232 -2.61348
C 4.20660 -4.03399 2.47320
O -2.17908 -2.34005 3.73306
O -3.22764 -1.18836 -3.23014
H -2.59684 -5.15498 0.88081
H -0.33277 -2.32929 2.87560
O -2.94245 3.55891 -0.12537
O 3.36304 0.64794 0.92250
C 1.64370 5.57722 -0.83496
H -4.90579 -2.27029 1.20585
C 3.02737 1.46345 1.97425
H 1.37080 0.57636 -0.91278
C -3.44913 5.56484 1.64034
O -0.14400 -1.74285 -0.85217
C -3.86906 1.72280 1.07095
H 1.74219 -7.09532 1.17874
H 0.47681 7.57539 -2.24009
H 1.86979 -3.18833 0.01848
H 3.31703 1.31134 -2.99712
H -4.42707 3.79973 2.54622
C -0.42676 -0.19380 -3.74336
H -4.61057 -3.70151 1.93284
C 1.83743 2.41313 -2.64673
H -2.82121 3.93290 2.76165
O 5.65211 -1.62908 0.90753
H -5.21571 -4.96982 0.20692
N -4.46619 -3.18249 1.06233
H 3.44429 -3.51849 1.89881
C 0.85628 -1.35471 -0.33058
O 7.61544 -1.70998 -0.15314
H -4.62972 1.61491 0.29333
C 0.70303 4.99613 0.14355
H -0.06875 0.24940 -2.81813
N 0.91209 0.12760 -0.11430
C -2.86372 -0.06795 -3.24035
O 1.94088 2.09960 1.83565
H 0.52069 6.68011 -3.85518
N -3.56793 4.09089 2.07380
C -2.15064 -4.18102 1.10696
O 2.50744 1.25513 -2.46573
C 2.01548 -2.13176 0.21962
H 1.41814 0.28240 0.77938
H 2.80853 -6.94229 -0.13368
H -1.18658 -3.98097 0.64507
N 1.09981 5.45254 -2.25864
H 0.09735 4.14821 -0.18052
H 2.25580 -5.43826 0.57344
H -1.93087 -4.29415 2.17371
H -2.43291 5.63394 1.27192
H 4.44272 -3.44251 3.35687
H 0.15875 5.07832 -2.18936
H 2.01480 -1.88287 1.28566
H -4.07001 5.66340 0.74760
H -6.34509 -3.66864 0.09294
H 1.66582 4.76204 -2.79389
C -5.28270 -3.89710 0.03175
H 0.22340 0.08292 -4.57396
H -1.02000 0.82092 -0.61812
O -2.31583 -0.19153 3.19018
O 4.61054 -7.21679 1.67936
H -4.96613 -3.70329 -0.99062
H 2.96915 -1.74196 -0.15688
C 0.96428 6.84623 -2.87806
H -0.19261 1.83018 0.69913
O 2.75596 5.87140 -0.59240
C -3.02217 -3.05688 0.69353
H -1.76510 1.34750 -4.33631
H -0.08177 5.72858 0.37819
H -0.85539 0.34376 1.04549
C -0.34391 0.86277 0.22948
H 6.45294 -1.90274 -1.99409
H -4.33247 1.70999 2.05500
H 4.19887 0.29022 1.31293
H 1.99526 7.15830 -3.03584
O -2.55001 -2.09010 0.19672
N -1.76434 0.33747 -4.19902
H 1.31161 4.74246 1.01150
H -4.23191 0.85490 -1.84038
C -3.38220 3.15167 0.90200
H -3.13222 0.96718 0.81015
C 2.54884 -6.46315 0.80981
H -2.01610 -0.16028 -5.05691
O 3.79126 1.49145 2.95834
H 2.73141 -5.39683 3.16528
C -3.23011 0.98591 -2.24025
C -1.73912 -1.29894 3.18304
N 3.70582 -5.41426 2.86890
O 5.75443 -1.87701 -1.33201
```

Charge = +2
Energy relative to the best compared isomer or geometry (same formula, charge and spin) = 207.1 kcal/mol
M = 688.68 u
HOMO energy = -9.60 eV
Frontier orbital gap = 3.881 eV
Calculated total energy = -69433.306 eV